## 1
Computed, not measured: the ion C4H10NO with charge -1, with ωB97M-V/def2-TZVPD.

total charge = -1
2S+1 = 1
SMILES = CN[C@@H](C)C[O-]

Atoms and positions in Å:
C1 -1.20 -1.82 0.67
N1 -1.26 -0.39 0.50
C2 -0.13 0.47 0.22
C3 1.08 0.11 1.07
C4 0.29 0.53 -1.27
O1 1.26 1.40 -1.52
H1 -0.52 -2.30 -0.04
H2 -2.19 -2.24 0.52
H3 -0.90 -2.15 1.68
H4 -2.06 0.03 0.94
H5 -0.45 1.48 0.49
H6 1.88 0.84 0.99
H7 0.76 -0.10 2.09
H8 1.50 -0.84 0.69
H9 0.52 -0.56 -1.50
H10 -0.68 0.69 -1.82

Atomic partial charges in e from the Löwdin method, atoms 1 to 5:
1. C -0.17
2. N -0.11
3. C -0.43
4. C -0.10
5. C -0.56

***

## 2
Computed, not measured: the ion C4H10NO with charge -1, with ωB97M-V/def2-TZVPD.

total charge = -1
2S+1 = 1
SMILES = NCCCC[O-]

Atoms and positions in Å:
N1 1.81 0.82 -0.49
C1 0.76 0.20 -1.28
C2 0.01 -1.01 -0.61
C3 -0.49 -0.67 0.84
C4 -1.18 0.68 0.97
O1 -0.35 1.79 1.07
H1 1.19 1.30 0.21
H2 2.19 0.06 0.12
H3 1.05 -0.16 -2.27
H4 -0.06 0.99 -1.52
H5 -0.85 -1.26 -1.25
H6 0.66 -1.94 -0.49
H7 -1.17 -1.42 1.11
H8 0.26 -0.79 1.65
H9 -1.91 0.79 0.13
H10 -1.92 0.62 1.80

Atomic partial charges in e from the Löwdin method, atoms 1 to 5:
1. N -0.04
2. C -0.34
3. C -0.21
4. C -0.24
5. C -0.51

***

What should be chosen as the least stable of them? Choose 1.

***

## 1
Computed, not measured: the molecule C12H16N2O3, with ωB97M-V/def2-TZVPD.

2S+1 = 1
SMILES = C[C@H](NC(=O)[C@@H](N)Cc1ccccc1)C(=O)O

Atoms and positions in Å:
C1 -2.89 -3.00 1.68
C2 -1.66 -2.41 0.91
N1 -2.20 -1.45 -0.03
C3 -1.85 -0.17 -0.28
O1 -2.16 0.28 -1.37
C4 -0.79 0.52 0.47
N2 -0.60 0.09 1.78
C5 0.62 0.53 -0.31
C6 1.58 1.79 -0.61
C7 2.77 1.94 0.13
C8 3.64 3.04 -0.29
C9 3.30 3.72 -1.43
C10 2.09 3.53 -2.12
C11 1.27 2.55 -1.67
C12 -0.83 -3.39 -0.05
O2 0.24 -3.05 -0.46
O3 -1.45 -4.50 -0.27
H1 -2.65 -3.85 2.38
H2 -3.36 -2.16 2.23
H3 -3.61 -3.45 1.03
H4 -0.96 -1.86 1.64
H5 -2.52 -1.68 -0.94
H6 -1.30 1.63 0.35
H7 -1.09 0.74 2.49
H8 0.34 -0.24 2.06
H9 0.37 -0.01 -1.15
H10 1.19 0.03 0.34
H11 3.07 1.38 0.99
H12 4.58 3.33 0.21
H13 4.09 4.52 -1.51
H14 1.85 4.07 -3.01
H15 0.27 2.56 -2.04
H16 -1.37 -5.01 -1.14

Atomic partial charges in e from the Löwdin method, atoms 1 to 5:
1. C -0.05
2. C -0.24
3. N 0.11
4. C -0.49
5. O 0.04

***

## 2
Computed, not measured: the molecule C12H16N2O3, with ωB97M-V/def2-TZVPD.

2S+1 = 1
SMILES = Cc1occc1C(=O)NNC(=O)C1CCCC1

Atoms and positions in Å:
C1 -2.82 -2.18 -0.19
C2 -3.35 -0.82 0.09
O1 -4.63 -0.73 0.48
C3 -4.92 0.58 0.66
C4 -3.84 1.34 0.39
C5 -2.80 0.44 0.01
C6 -1.45 0.88 -0.37
O2 -1.16 2.03 -0.63
N1 -0.53 -0.12 -0.48
N2 0.80 0.23 -0.75
C7 1.80 -0.59 -0.35
O3 1.55 -1.68 0.12
C8 3.18 -0.01 -0.60
C9 3.42 1.22 0.31
C10 4.89 1.11 0.70
C11 5.07 -0.39 0.91
C12 4.29 -1.02 -0.25
H1 -2.29 -2.20 -1.14
H2 -3.66 -2.88 -0.24
H3 -2.15 -2.52 0.60
H4 -5.91 0.82 0.98
H5 -3.75 2.41 0.43
H6 -0.60 -1.03 -0.05
H7 0.90 1.22 -0.98
H8 3.23 0.28 -1.65
H9 2.80 1.15 1.20
H10 3.19 2.15 -0.20
H11 5.53 1.45 -0.12
H12 5.13 1.69 1.59
H13 4.63 -0.69 1.86
H14 6.12 -0.70 0.91
H15 4.94 -1.17 -1.11
H16 3.86 -1.98 0.02

Atomic partial charges in e from the Löwdin method, atoms 1 to 5:
1. C 0.00
2. C -0.25
3. O 0.06
4. C -0.10
5. C 0.01

***

## 3
Computed, not measured: the molecule C12H16N2O3, with ωB97M-V/def2-TZVPD.

2S+1 = 1
SMILES = C[C@H](NC(=O)[C@@H](N)Cc1ccccc1)C(=O)O

Atoms and positions in Å:
C1 -1.70 -2.91 2.79
C2 -1.77 -3.00 1.30
N1 -1.33 -1.78 0.61
C3 -0.08 -1.24 0.84
O1 0.69 -1.50 1.74
C4 0.27 -0.20 -0.24
N2 -0.85 0.15 -1.10
C5 1.03 1.01 0.46
C6 1.62 1.92 -0.57
C7 0.93 3.05 -1.02
C8 1.44 3.89 -2.01
C9 2.71 3.61 -2.53
C10 3.42 2.52 -2.07
C11 2.84 1.67 -1.12
C12 -3.19 -3.31 0.94
O2 -3.60 -4.41 0.77
O3 -3.98 -2.27 0.76
H1 -2.27 -2.06 3.21
H2 -2.09 -3.82 3.27
H3 -0.64 -2.80 3.12
H4 -1.12 -3.88 0.96
H5 -1.70 -1.58 -0.31
H6 1.00 -0.69 -0.93
H7 -1.41 0.86 -0.63
H8 -0.50 0.69 -1.91
H9 1.72 0.60 1.17
H10 0.33 1.57 1.11
H11 -0.05 3.24 -0.58
H12 0.79 4.71 -2.34
H13 3.11 4.25 -3.29
H14 4.42 2.32 -2.51
H15 3.39 0.83 -0.75
H16 -3.44 -1.45 0.86

Atomic partial charges in e from the Löwdin method, atoms 1 to 5:
1. C -0.05
2. C -0.29
3. N 0.09
4. C -0.42
5. O 0.08

***

What should be chosen as the least stable of them? Choose 1.

***

## 1
Computed, not measured: the molecule C6H12, with ωB97M-V/def2-TZVPD.

2S+1 = 1
SMILES = CCCC1CC1

Atoms and positions in Å:
C1 0.51 -2.31 -0.54
C2 0.31 -0.82 -0.67
C3 1.12 0.11 0.22
C4 0.29 1.44 0.35
C5 -1.26 1.56 -0.27
C6 -0.94 1.20 1.14
H1 1.51 -2.63 -0.82
H2 -0.24 -2.79 -1.18
H3 0.29 -2.63 0.49
H4 -0.72 -0.59 -0.42
H5 0.45 -0.43 -1.68
H6 1.29 -0.38 1.21
H7 2.15 0.24 -0.14
H8 0.90 2.35 0.39
H9 -1.30 0.97 -1.17
H10 -2.06 2.33 -0.27
H11 -1.12 0.28 1.71
H12 -1.19 2.10 1.67

Atomic partial charges in e from the Löwdin method, atoms 1 to 5:
1. C -0.11
2. C -0.32
3. C -0.18
4. C -0.20
5. C -0.10

***

## 2
Computed, not measured: the molecule C6H12, with ωB97M-V/def2-TZVPD.

2S+1 = 1

Atoms and positions in Å:
C1 -1.74 0.93 -1.15
C2 -1.35 0.22 0.17
C3 0.01 0.79 0.46
C4 0.88 -0.64 1.72
C5 1.12 -0.15 0.25
C6 1.11 -1.27 -0.80
H1 -1.70 2.01 -1.02
H2 -1.06 0.65 -1.96
H3 -2.75 0.64 -1.44
H4 -1.43 -0.87 0.04
H5 -2.06 0.52 0.94
H6 0.22 0.08 2.25
H7 0.37 -1.62 1.72
H8 1.80 -0.67 2.29
H9 2.09 0.36 0.21
H10 1.98 -1.92 -0.69
H11 1.15 -0.83 -1.81
H12 0.22 -1.90 -0.74

Atomic partial charges in e from the Löwdin method, atoms 1 to 5:
1. C -0.11
2. C -0.32
3. C 0.00
4. C -0.07
5. C -0.44

***

## 3
Computed, not measured: a structure of composition C6H12, with ωB97M-V/def2-TZVPD.

2S+1 = 1

Atoms and positions in Å:
C1 -2.40 1.52 -0.30
C2 -1.34 0.56 -0.57
C3 -0.25 0.53 0.10
C4 0.99 -0.33 -0.13
C5 1.90 -0.28 1.15
C6 0.69 -1.62 -0.59
H1 -2.26 2.16 0.45
H2 -3.21 0.95 -0.05
H3 -2.81 2.19 -1.09
H4 -1.51 -0.24 -1.30
H5 0.08 1.32 1.15
H6 1.64 0.33 -0.81
H7 2.70 -0.77 0.95
H8 1.54 -0.77 1.96
H9 2.35 0.76 1.47
H10 0.00 -1.71 -1.73
H11 1.70 -2.26 -0.74
H12 0.17 -2.36 0.08

Atomic partial charges in e from the Löwdin method, atoms 1 to 5:
1. C -0.10
2. C -0.19
3. C -0.12
4. C -0.49
5. C -0.08

***

## 4
Computed, not measured: a structure of composition C6H12, with ωB97M-V/def2-TZVPD.

2S+1 = 1

Atoms and positions in Å:
C1 1.52 -1.21 -0.34
C2 0.70 -1.08 0.98
C3 0.00 0.33 1.10
C4 -0.93 0.72 -0.04
C5 -1.95 -0.29 0.40
C6 -0.33 1.30 -1.30
H1 2.31 -1.95 -0.20
H2 1.99 -0.27 -0.69
H3 0.80 -1.51 -1.08
H4 -0.23 -1.70 0.92
H5 1.34 -1.15 1.84
H6 -0.45 0.60 2.04
H7 0.92 1.01 1.08
H8 -1.97 1.10 0.23
H9 -2.95 -0.24 -0.04
H10 -0.69 0.75 -2.16
H11 -0.86 2.24 -1.49
H12 0.78 1.35 -1.25

Atomic partial charges in e from the Löwdin method, atoms 1 to 5:
1. C -0.10
2. C -0.22
3. C -0.28
4. C -0.39
5. C 0.10

***

What should be chosen as the least stable of them? Choose 4.